The following is a DFT calculation (ωB97M-V/def2-TZVPD) of 4 unconnected molecules or ions with the total composition C37H64F9NO12S in a non-equilibrium geometry.

HOMO energy, eV: -9.6
E, Ha: -3702.2538
LUMO energy, eV: -3.09
Net charge: 0
Structure (SMILES): CCCCCCCCCCCCCCCCN(COCCC)C(=O)OCCC(F)(F)C(F)(F)S(F)(F)(F)(F)F.C[C@@H]1COC(=O)O1.C[C@@H]1COC(=O)O1.C[C@@H]1COC(=O)O1
Multiplicity: 1
Gap between HOMO and LUMO, eV: 6.6

Bonds (Å) are listed after each position.
Positions of all 124 atoms, in Å:
1 C -8.2422 -1.1125 4.1456  C2 1.651, H40 1.189, H41 1.191, H42 1.170
2 C -7.3522 -0.8077 5.5019  C1 1.651, C3 1.672, H43 1.192, H44 1.179
3 C -5.7240 -0.7442 5.1291  C2 1.672, C4 1.652, H45 1.170, H46 1.176
4 C -5.1421 -2.2723 4.8943  C3 1.652, C5 1.641, H47 1.188, H48 1.192
5 C -3.5385 -2.3240 4.5507  C4 1.641, C6 1.663, H49 1.181, H50 1.185
6 C -3.1943 -3.8840 4.0882  C5 1.663, C7 1.662, H51 1.193, H52 1.187
7 C -1.5758 -4.1239 3.7979  C6 1.662, C8 1.661, H53 1.172, H54 1.192
8 C -1.2201 -4.2038 2.1777  C7 1.661, C9 1.646, H55 1.179, H56 1.192
9 C -1.4897 -2.7766 1.4034  C8 1.646, C10 1.666, H57 1.188, H58 1.179
10 C -2.9737 -2.7036 0.6504  C9 1.666, C11 1.650, H59 1.192, H60 1.184
11 C -3.7496 -1.2876 0.9907  C10 1.650, C12 1.671, H61 1.193, H62 1.179
12 C -4.6030 -0.6854 -0.3134  C11 1.671, C13 1.655, H63 1.189, H64 1.170
13 C -4.9925 0.9018 -0.0556  C12 1.655, C14 1.669, H65 1.193, H66 1.194
14 C -3.9718 1.9544 -0.8526  C13 1.669, C15 1.639, H67 1.190, H68 1.170
15 C -2.4739 1.6969 -0.2385  C14 1.639, C16 1.639, H69 1.194, H70 1.193
16 C -1.3093 2.7086 -0.7927  C15 1.639, N17 1.512, H71 1.173, H72 1.193
17 N -1.0605 2.6505 -2.2829  C16 1.512, C18 1.512, C23 1.513
18 C -1.1297 1.2466 -2.8412  N17 1.512, O19 1.490, H73 1.193, H74 1.171
19 O -0.6027 1.1182 -4.2290  C18 1.490, C20 1.479
20 C -0.3148 -0.3031 -4.5192  O19 1.479, C21 1.654, H75 1.191, H76 1.190
21 C -1.6369 -1.2908 -4.4067  C20 1.654, C22 1.658, H77 1.178, H78 1.187
22 C -1.4904 -2.3183 -3.1136  C21 1.658, H79 1.192, H80 1.188, H81 1.180
23 C 0.1889 3.3933 -2.7043  N17 1.513, O24 1.362, O25 1.471
24 O 0.1087 4.0652 -3.8866  C23 1.362
25 O 1.4009 3.3417 -1.8727  C23 1.471, C26 1.471
26 C 2.6014 3.7857 -2.5980  O25 1.471, C27 1.673, H82 1.193, H83 1.172
27 C 3.8046 3.9020 -1.4419  C26 1.673, C28 1.674, H84 1.170, H85 1.194
28 C 5.1172 4.7754 -2.0037  C27 1.674, F29 1.489, F30 1.513, C31 1.631
29 F 5.5342 4.3690 -3.3743  C28 1.489
30 F 4.5627 6.1731 -2.1745  C28 1.513
31 C 6.3252 4.9189 -0.9171  C28 1.631, F32 1.481, F33 1.506, S34 1.858
32 F 6.9725 6.2371 -1.1121  C31 1.481
33 F 5.6739 4.9639 0.4405  C31 1.506
34 S 7.6006 3.5686 -0.8874  C31 1.858, F35 1.712, F36 1.747, F37 1.748, F38 1.708, F39 1.719
35 F 8.2731 3.9671 -2.4100  S34 1.712
36 F 8.6655 4.6872 -0.0703  S34 1.747
37 F 7.0542 3.1071 0.7077  S34 1.748
38 F 6.5627 2.3614 -1.5063  S34 1.708
39 F 8.8162 2.3640 -0.7302  S34 1.719
40 H -8.0158 -2.2047 3.7328  C1 1.189
41 H -8.0329 -0.2899 3.3101  C1 1.191
42 H -9.3866 -1.0683 4.3875  C1 1.170
43 H -7.5851 -1.6401 6.3223  C2 1.192
44 H -7.7112 0.2254 5.9408  C2 1.179
45 H -5.1712 -0.2526 6.0361  C3 1.170
46 H -5.6187 -0.1458 4.1220  C3 1.176
47 H -5.7384 -2.7842 4.0031  C4 1.188
48 H -5.4074 -2.8959 5.8752  C4 1.192
49 H -2.9107 -2.1219 5.5308  C5 1.181
50 H -3.1939 -1.5368 3.7350  C5 1.185
51 H -3.5037 -4.5664 5.0167  C6 1.193
52 H -3.8646 -4.1694 3.1506  C6 1.187
53 H -0.9848 -3.2884 4.3690  C7 1.172
54 H -1.2567 -5.1577 4.2986  C7 1.192
55 H -1.7444 -5.1186 1.6510  C8 1.179
56 H -0.0508 -4.4263 2.1141  C8 1.192
57 H -1.3726 -1.9287 2.2277  C9 1.188
58 H -0.6469 -2.6745 0.5859  C9 1.179
59 H -3.5765 -3.6628 1.0219  C10 1.192
60 H -2.8292 -2.8647 -0.5135  C10 1.184
61 H -4.4784 -1.4589 1.9196  C11 1.193
62 H -2.9277 -0.5347 1.3757  C11 1.179
63 H -3.8259 -0.7048 -1.2126  C12 1.189
64 H -5.5189 -1.3714 -0.5579  C12 1.170
65 H -6.1321 1.1451 -0.3117  C13 1.193
66 H -4.7713 1.0943 1.1014  C13 1.194
67 H -4.3426 3.0370 -0.5275  C14 1.190
68 H -4.0539 1.8840 -2.0177  C14 1.170
69 H -2.1077 0.5637 -0.3198  C15 1.194
70 H -2.5576 1.8964 0.9346  C15 1.193
71 H -0.3607 2.5418 -0.1226  C16 1.173
72 H -1.6739 3.8212 -0.5617  C16 1.193
73 H -2.2904 0.9833 -2.9292  C18 1.193
74 H -0.6336 0.5091 -2.0795  C18 1.171
75 H 0.0447 -0.3859 -5.6520  C20 1.191
76 H 0.5784 -0.7099 -3.8458  C20 1.190
77 H -1.7659 -1.9768 -5.3553  C21 1.178
78 H -2.6402 -0.6640 -4.3148  C21 1.187
79 H -2.3563 -3.1365 -3.0839  C22 1.192
80 H -1.4272 -1.7304 -2.0837  C22 1.188
81 H -0.4526 -2.8668 -3.2313  C22 1.180
82 H 2.9684 2.9058 -3.3149  C26 1.193
83 H 2.4973 4.8141 -3.1495  C26 1.172
84 H 4.1048 2.8625 -0.9966  C27 1.170
85 H 3.3302 4.6017 -0.5992  C27 1.194
86 C 2.0913 7.6406 0.2839  C87 1.515, H93 1.096, H94 1.095, H95 1.094
87 C 0.6574 7.1708 0.4185  C86 1.515, C88 1.498, O92 1.418, H96 1.097
88 C -0.0715 7.1079 -0.8891  C87 1.498, O89 1.417, H97 1.093, H98 1.096
89 O -1.4218 7.2580 -0.4885  C88 1.417, C90 1.367
90 C -1.3969 7.9951 0.6629  O89 1.367, O91 1.219, O92 1.368
91 O -2.3801 8.4940 1.1835  C90 1.219
92 O -0.1224 8.1028 1.1492  C87 1.418, C90 1.368
93 H 2.1413 8.6291 -0.1859  C86 1.096
94 H 2.5554 7.7395 1.2706  C86 1.095
95 H 2.6806 6.9377 -0.3126  C86 1.094
96 H 0.6219 6.2116 0.9491  C87 1.097
97 H 0.0793 6.1569 -1.4071  C88 1.093
98 H 0.1794 7.9306 -1.5682  C88 1.096
99 C 7.2495 -0.4242 -1.1886  C100 1.515, H106 1.096, H107 1.095, H108 1.094
100 C 6.3448 -1.4032 -0.4690  C99 1.515, C101 1.498, O105 1.418, H109 1.097
101 C 7.0937 -2.4693 0.2711  C100 1.498, O102 1.417, H110 1.093, H111 1.096
102 O 6.1494 -3.5241 0.3164  C101 1.417, C103 1.367
103 C 5.3587 -3.3742 -0.7890  O102 1.367, O104 1.219, O105 1.368
104 O 4.5691 -4.2118 -1.1906  C103 1.219
105 O 5.5756 -2.1625 -1.3869  C100 1.418, C103 1.368
106 H 7.9053 -0.9400 -1.8987  C99 1.096
107 H 6.6557 0.2875 -1.7715  C99 1.095
108 H 7.8686 0.1331 -0.4791  C99 1.094
109 H 5.6511 -0.8645 0.1880  C100 1.097
110 H 7.3797 -2.1570 1.2791  C101 1.093
111 H 7.9831 -2.8262 -0.2604  C101 1.096
112 C 2.9303 -6.7271 -1.0914  C113 1.515, H119 1.096, H120 1.095, H121 1.094
113 C 1.4965 -7.1969 -0.9568  C112 1.515, C114 1.498, O118 1.418, H122 1.097
114 C 0.7676 -7.2599 -2.2644  C113 1.498, O115 1.417, H123 1.093, H124 1.096
115 O -0.5828 -7.1097 -1.8637  C114 1.417, C116 1.367
116 C -0.5579 -6.3726 -0.7124  O115 1.367, O117 1.219, O118 1.368
117 O -1.5410 -5.8738 -0.1918  C116 1.219
118 O 0.7167 -6.2649 -0.2260  C113 1.418, C116 1.368
119 H 2.9804 -5.7386 -1.5611  C112 1.096
120 H 3.3944 -6.6282 -0.1046  C112 1.095
121 H 3.5197 -7.4301 -1.6878  C112 1.094
122 H 1.4609 -8.1561 -0.4262  C113 1.097
123 H 0.9183 -8.2109 -2.7823  C114 1.093
124 H 1.0185 -6.4372 -2.9435  C114 1.096

Löwdin population analysis, charges in e, atoms 1 to 99: atom 1 (C): -0.1628, atom 2 (C): -0.2651, atom 3 (C): -0.2177, atom 4 (C): -0.2382, atom 5 (C): -0.2255, atom 6 (C): -0.2099, atom 7 (C): -0.2092, atom 8 (C): -0.2230, atom 9 (C): -0.1935, atom 10 (C): -0.1884, atom 11 (C): -0.2170, atom 12 (C): -0.1921, atom 13 (C): -0.2077, atom 14 (C): -0.2000, atom 15 (C): -0.2024, atom 16 (C): -0.1821, atom 17 (N): -0.0563, atom 18 (C): -0.1695, atom 19 (O): -0.1734, atom 20 (C): -0.1985, atom 21 (C): -0.2151, atom 22 (C): -0.1507, atom 23 (C): -0.2472, atom 24 (O): -0.0041, atom 25 (O): -0.0907, atom 26 (C): -0.1416, atom 27 (C): -0.0337, atom 28 (C): -0.1948, atom 29 (F): 0.0095, atom 30 (F): -0.0181, atom 31 (C): -0.2327, atom 32 (F): 0.0337, atom 33 (F): 0.0067, atom 34 (S): 1.0936, atom 35 (F): -0.1619, atom 36 (F): -0.1942, atom 37 (F): -0.2100, atom 38 (F): -0.2002, atom 39 (F): -0.1820, atom 40 (H): 0.0747, atom 41 (H): 0.0823, atom 42 (H): 0.0673, atom 43 (H): 0.1106, atom 44 (H): 0.1010, atom 45 (H): 0.1092, atom 46 (H): 0.1025, atom 47 (H): 0.1063, atom 48 (H): 0.1232, atom 49 (H): 0.1159, atom 50 (H): 0.0934, atom 51 (H): 0.1143, atom 52 (H): 0.1044, atom 53 (H): 0.1026, atom 54 (H): 0.1081, atom 55 (H): 0.0924, atom 56 (H): 0.1119, atom 57 (H): 0.1035, atom 58 (H): 0.1019, atom 59 (H): 0.1077, atom 60 (H): 0.0878, atom 61 (H): 0.1038, atom 62 (H): 0.0861, atom 63 (H): 0.0956, atom 64 (H): 0.1145, atom 65 (H): 0.1161, atom 66 (H): 0.1067, atom 67 (H): 0.1236, atom 68 (H): 0.1081, atom 69 (H): 0.1037, atom 70 (H): 0.1312, atom 71 (H): 0.1268, atom 72 (H): 0.1413, atom 73 (H): 0.1332, atom 74 (H): 0.1394, atom 75 (H): 0.1375, atom 76 (H): 0.1339, atom 77 (H): 0.1101, atom 78 (H): 0.1133, atom 79 (H): 0.0923, atom 80 (H): 0.0587, atom 81 (H): 0.0777, atom 82 (H): 0.1614, atom 83 (H): 0.1484, atom 84 (H): 0.1368, atom 85 (H): 0.1349, atom 86 (C): -0.0120, atom 87 (C): -0.3530, atom 88 (C): -0.1111, atom 89 (O): 0.0636, atom 90 (C): -0.5026, atom 91 (O): 0.1369, atom 92 (O): 0.0873, atom 93 (H): 0.0971, atom 94 (H): 0.0917, atom 95 (H): 0.0650, atom 96 (H): 0.1612, atom 97 (H): 0.1291, atom 98 (H): 0.1477, atom 99 (C): -0.0241